A molecular structure, C29H37N6O3RhS2Sb2. Source: the OMol25 dataset; level of theory: the ωB97M-V functional and the def2-TZVPD basis.

Output
Relative energy (zero: lowest compared OMol25 entry of this formula, charge and spin) ... 0.00 kcal per mole
Maximum force ... 0.43 eV Å⁻¹
E_LUMO (spin up / spin down) ... -5.3 / -8.8 eV

ORCA input file:
```
! RIJCOSX wB97M-V def2-TZVPD def2/J DEFGRID3
* xyz 2 5
Rh 0.4951 -0.1873 0.2786
O -3.8042 6.4907 0.5688
C -2.6039 5.9771 0.2668
O -1.7085 6.7036 -0.0723
C -2.4037 4.5018 0.4191
C -1.0879 4.0471 0.4506
C -0.8041 2.7012 0.4983
C -1.8297 1.7417 0.5188
C -3.1557 2.2012 0.5083
C -3.4259 3.5586 0.4580
N -1.4696 0.4040 0.5259
C -2.3487 -0.6063 0.6624
C -1.8807 -1.9332 0.6826
C -2.7403 -3.0486 0.8247
C -2.2216 -4.3130 0.8217
C -0.8350 -4.4903 0.6652
C -0.0498 -3.3712 0.5364
N -0.5328 -2.1216 0.5609
H -4.4023 5.8288 0.9338
H -0.2884 4.7763 0.4239
H 0.2319 2.3745 0.4742
H -3.9865 1.5105 0.5105
H -4.4683 3.8540 0.4121
H -3.4061 -0.4170 0.7862
H -3.8047 -2.8813 0.9261
H -2.8725 -5.1704 0.9280
H -0.3897 -5.4740 0.6350
H 1.0202 -3.4666 0.3872
C 3.7133 -1.3585 -1.8886
Sb 2.9939 -0.5312 -0.0831
C 4.4784 0.9182 0.3332
C 3.6605 -2.1938 1.3856
C 4.1694 -1.5317 2.5458
C 5.5570 -1.2222 2.5999
C 6.0928 -0.5743 3.6701
C 5.2566 -0.1914 4.7455
C 3.9089 -0.4782 4.7288
C 3.3233 -1.1519 3.6555
C 1.8837 -1.4500 3.6885
Sb 0.6607 0.1231 2.7739
C 1.4828 1.8695 3.6438
C -1.1359 -0.1570 3.8410
H 4.7809 -1.5602 -1.8246
H 3.5305 -0.6236 -2.6743
H 3.1663 -2.2697 -2.1218
H 5.4724 0.4958 0.2004
H 4.3666 1.2980 1.3474
H 4.3351 1.7369 -0.3711
H 4.4135 -2.6967 0.7815
H 2.7359 -2.7504 1.4810
H 6.1870 -1.5352 1.7765
H 7.1520 -0.3599 3.7118
H 5.6876 0.3172 5.5980
H 3.2931 -0.2033 5.5760
H 1.5242 -1.5110 4.7157
H 1.6019 -2.3605 3.1622
H 1.4334 1.8148 4.7304
H 0.8969 2.7217 3.3006
H 2.5172 1.9992 3.3294
H -0.9465 -0.1032 4.9116
H -1.5661 -1.1223 3.5810
H -1.8248 0.6349 3.5486
N -2.0806 0.8776 -4.0425
C -1.1797 0.1750 -4.7413
N -1.3143 0.0722 -6.0620
N -0.1374 -0.4424 -4.1916
C 0.0181 -0.3924 -2.9093
N 0.1729 -0.3307 -1.7629
H -2.8404 1.3570 -4.4926
H -1.9614 1.0023 -3.0508
H -2.0690 0.5004 -6.5672
H -0.6250 -0.4565 -6.5683
C 1.0594 6.2967 -1.7856
O 1.7479 5.0359 -1.5256
C 1.3231 3.9728 -2.1237
S 0.0094 3.7967 -3.1318
S 2.0748 2.4738 -1.9895
H 1.6245 7.0393 -1.2349
H 0.0361 6.2456 -1.4197
H 1.0903 6.5029 -2.8533
*
```

Löwdin population analysis, charges in e, atoms 1 to 8:
1. Rh 0.3828
2. O 0.1481
3. C -0.4699
4. O 0.1099
5. C -0.1302
6. C -0.0206
7. C -0.0647
8. C -0.2932